No. 1
The following is a quantum chemistry calculation of a molecular structure, C16H50Ba2F3O14 at a distorted geometry, from OMol25.

XYZ file:
```
85
Properties=species:S:1:pos:R:3
Ba 13.203 38.167 -23.120
Ba 8.583 35.168 -18.275
F 15.369 34.330 -14.450
F 15.527 36.245 -15.542
F 13.820 35.893 -14.416
O 8.942 35.254 -12.881
O 21.252 35.123 -9.420
O 10.746 31.704 -21.977
O 13.283 35.427 -17.310
O 24.111 35.393 -14.931
O 13.063 33.719 -16.168
O 6.404 27.698 -12.998
O 17.745 38.925 -21.146
O 12.737 32.806 -24.180
O 12.843 24.052 -12.038
O 17.061 42.333 -13.773
O 19.161 28.310 -15.189
O 11.237 41.212 -9.232
O 8.388 27.222 -19.779
C 22.665 35.104 -14.992
C 18.640 28.543 -13.945
C 14.741 35.283 -15.228
C 13.804 23.066 -11.645
C 9.338 26.179 -19.944
C 15.956 43.122 -14.069
C 6.877 26.538 -13.652
C 12.567 40.906 -9.714
C 8.338 34.852 -11.702
C 12.064 31.133 -22.286
C 13.302 32.513 -15.402
C 21.096 36.521 -9.465
C 18.805 37.990 -21.064
C 13.198 31.903 -23.176
C 14.058 34.626 -16.505
C 12.035 31.548 -15.347
H 15.153 42.511 -14.480
H 18.093 39.786 -20.902
H 20.283 36.781 -10.143
H 21.982 37.109 -9.707
H 21.446 34.886 -8.510
H 13.873 32.293 -22.414
H 14.864 23.266 -11.800
H 11.145 32.015 -14.925
H 8.705 35.469 -10.882
H 21.970 35.656 -14.360
H 9.466 25.852 -20.975
H 11.290 41.242 -8.274
H 17.126 41.714 -14.504
H 15.653 43.645 -13.162
H 18.550 36.942 -21.221
H 24.528 34.530 -14.867
H 22.594 34.117 -14.535
H 17.988 29.414 -14.019
H 8.809 28.037 -20.062
H 11.964 23.706 -12.211
H 13.578 32.658 -14.358
H 14.108 31.959 -15.884
H 10.307 26.479 -19.547
H 19.655 38.150 -21.728
H 20.823 36.837 -8.459
H 18.125 27.718 -13.453
H 6.570 25.666 -13.074
H 16.246 43.934 -14.736
H 6.615 26.263 -14.674
H 7.256 34.955 -11.791
H 7.963 26.465 -13.704
H 11.799 30.163 -22.705
H 12.554 41.066 -10.792
H 6.596 28.516 -13.464
H 9.898 35.283 -12.798
H 14.870 34.185 -17.082
H 22.353 35.165 -16.035
H 19.347 28.925 -13.209
H 8.999 25.326 -19.356
H 12.973 39.899 -9.620
H 13.659 22.107 -12.142
H 13.849 22.901 -10.568
H 19.163 38.114 -20.043
H 12.595 30.856 -21.375
H 13.407 41.559 -9.479
H 18.487 27.901 -15.737
H 8.548 33.793 -11.552
H 13.860 31.216 -23.704
H 12.356 30.686 -14.762
H 11.796 31.157 -16.336
```

Summary:
Total charge ... +1
Multiplicity ... 1
Orbital gap ... 0.0676 Eh
HOMO level ... -7.63 eV

---

No. 2
The following is a quantum chemistry calculation of a single C4H8N2O2 molecule at a distorted geometry, from OMol25.

XYZ file:
```
16
Properties=species:S:1:pos:R:3
O 2.235 0.845 -0.095
O 1.667 -1.353 0.046
N -2.355 0.181 -0.180
N -0.872 -1.666 -0.008
C -0.022 0.451 0.106
C 1.410 -0.051 -0.057
C -1.130 -0.211 0.073
C -0.348 1.900 0.095
H 0.978 -1.757 -0.377
H -2.397 1.244 -0.088
H -3.254 -0.245 0.134
H 0.780 2.368 -0.250
H -1.774 -2.087 -0.356
H -1.105 2.287 -0.737
H -0.597 -2.165 0.848
H -0.718 2.281 1.238
```

Summary:
Total charge ... 0
ΔE to the lowest compared entry with this formula, charge and spin ... 3.2912 eV
Multiplicity ... 1
Orbital gap ... 0.3272 Eh
HOMO level ... -8.45 eV

---

No. 3
The following is a quantum chemistry calculation of a molecular structure, C46H58CsGeN4O3S2 at a distorted geometry, from OMol25.

XYZ file:
```
115
Properties=species:S:1:pos:R:3
Cs 1.236 0.424 0.151
Ge -0.325 -1.486 -2.412
S -0.374 4.598 -3.914
S 4.295 5.123 0.361
O 4.532 0.951 2.736
O 4.138 -1.635 -2.447
O 2.864 -0.308 1.921
N 0.424 3.156 -1.976
N 2.129 3.794 0.233
N 4.430 -0.674 -0.396
N 2.794 1.000 -2.713
C 0.214 0.171 4.565
C -4.952 -2.581 -2.331
C 0.074 -6.714 -4.433
C 1.348 1.179 4.807
C 4.483 0.547 0.380
C 4.287 -0.624 -1.693
C -1.615 -0.085 2.583
C 3.117 3.686 2.492
C -0.470 3.190 -2.907
C 1.069 -6.644 -3.501
C 2.304 4.393 -0.993
C -0.589 -4.459 -3.907
C -2.014 -1.562 2.484
C -2.699 -2.994 -1.596
C -1.123 4.536 1.447
C -2.368 -2.216 3.828
C 2.533 -4.284 -1.045
C -0.661 0.184 5.834
C 0.096 -0.997 -4.283
C 1.237 4.264 -2.000
C -4.502 -1.527 -3.115
C -2.702 3.284 -0.006
C -2.226 0.879 1.730
C -3.150 -1.213 -3.139
C 0.648 -3.177 -2.130
C 2.332 -5.411 -1.777
C -2.205 3.457 1.430
C 3.077 4.104 1.063
C -0.917 -2.365 1.763
C -1.515 2.142 -3.109
C -4.049 -3.317 -1.577
C 3.434 5.138 -1.121
C 0.954 5.158 -2.985
C -0.767 -5.601 -4.638
C -1.678 2.143 1.975
C 1.277 -5.476 -2.728
C 3.930 0.359 1.808
C 0.929 -1.181 4.445
C 4.215 0.711 -2.465
C -3.283 -1.709 1.630
C -3.385 3.940 2.291
C -0.639 0.599 3.356
C -2.229 -1.948 -2.389
C 1.672 -3.178 -1.222
C -0.696 1.965 2.961
C 0.431 -4.352 -2.924
H 1.431 6.106 -3.177
H 1.612 -1.174 3.594
H 1.943 0.856 5.669
H 3.784 5.670 -1.990
H -6.008 -2.823 -2.300
H -3.528 2.571 -0.054
H -1.559 -5.649 -5.375
H -0.621 -1.490 -4.941
H -0.826 -1.961 0.752
H 3.640 2.727 2.641
H -1.887 2.912 -0.624
H 3.873 1.370 -0.044
H -1.505 5.474 1.023
H 0.250 -2.022 4.360
H 1.728 -7.490 -3.336
H -2.718 -3.242 3.665
H -5.203 -0.946 -3.704
H -3.173 -1.652 4.307
H -2.003 -3.573 -0.999
H -3.799 4.886 1.916
H -1.536 -2.261 4.519
H -3.578 -2.764 1.585
H 2.984 -6.271 -1.668
H 3.612 4.440 3.107
H -4.395 -4.133 -0.955
H 1.869 -2.314 -0.609
H 1.531 -1.347 5.346
H -4.109 -1.136 2.056
H -3.124 -1.370 0.606
H -1.415 1.664 -4.084
H -1.399 1.391 -2.327
H 2.091 3.555 2.834
H 0.963 2.177 5.027
H -3.018 0.677 1.019
H 2.020 1.215 3.950
H -1.175 -3.430 1.683
H -1.249 -3.618 -4.066
H -0.794 4.739 2.469
H -0.070 -7.617 -5.015
H -2.517 2.565 -3.029
H 2.676 1.753 -3.381
H -0.097 2.760 3.386
H 2.389 0.168 -3.134
H -4.178 3.188 2.295
H -1.510 -0.493 5.754
H -1.054 1.192 5.993
H -0.073 -0.102 6.716
H -2.809 -0.392 -3.763
H 0.084 0.075 -4.478
H 5.491 0.952 0.528
H -3.057 4.089 3.322
H 3.357 -4.188 -0.352
H 4.650 1.551 -1.921
H -0.255 4.218 0.871
H -3.049 4.239 -0.421
H 1.101 -1.367 -4.489
H 4.783 0.563 -3.391
H 0.057 -2.277 2.236
```

Summary:
Total charge ... -2
ΔE to the lowest compared entry with this formula, charge and spin ... 0.6579 eV
Multiplicity ... 2
Expectation value of S² ... 0.753
Orbital gap (spin up / spin down) ... 0.1661 / 0.1524 Eh
HOMO level (spin up / spin down) ... -1.24 / -1.23 eV

---

No. 4
The following is a quantum chemistry calculation of a molecular structure, C13H11BrNO12P at a distorted geometry, from OMol25.

XYZ file:
```
39
Properties=species:S:1:pos:R:3
Br -2.750 -2.748 -7.022
P -3.991 -0.551 -5.326
O -4.867 -1.551 -4.245
O 0.439 0.713 7.365
O -0.541 -1.519 2.660
O -0.186 -1.109 -4.952
O 3.760 3.032 -0.033
O -1.723 -0.937 7.180
O 1.674 0.061 2.865
O -3.474 0.829 -4.409
O 0.293 -0.282 -2.281
O 1.485 1.569 -3.886
O -1.792 -2.281 -3.742
O 2.636 1.123 1.559
N -2.475 -1.296 -5.877
C -1.190 -1.279 4.915
C 2.978 2.268 -0.573
C -0.928 -0.711 6.094
C -1.535 -1.603 -4.774
C 1.787 1.506 -2.555
C 1.101 0.459 -1.746
C 1.434 0.361 -0.321
C 0.241 0.196 6.277
C 1.120 0.427 5.126
C 0.861 -0.145 3.947
C 2.313 1.203 0.233
C -0.324 -1.029 3.756
C 2.661 2.350 -2.003
H 3.164 3.115 -2.579
H 0.941 -0.416 0.249
H -2.832 1.333 -4.980
H 1.975 1.072 5.277
H -1.327 -0.415 7.905
H -2.036 -1.937 4.768
H 1.273 -0.457 2.141
H 0.413 -1.539 -4.294
H 0.829 0.858 -4.039
H -4.692 -2.511 -4.387
H 3.287 1.841 1.708
```

Summary:
Total charge ... 0
ΔE to the lowest compared entry with this formula, charge and spin ... 2.5229 eV
Multiplicity ... 1
Orbital gap ... 0.2748 Eh
HOMO level ... -9.24 eV

---

No. 5
The following is a quantum chemistry calculation of a molecular structure, C33H30AsN5S3Tl, from OMol25.

XYZ file:
```
73
Properties=species:S:1:pos:R:3
Tl -0.114 -0.551 -0.499
As 0.076 3.010 -0.094
S -2.069 -0.688 -1.728
S 2.369 -0.203 -0.289
S -0.015 -0.283 2.121
N 6.322 -3.487 2.994
N 3.461 -3.532 5.952
N -1.651 -3.224 1.080
N 0.308 -3.007 -0.074
N -0.733 -5.126 0.104
C 4.041 -2.298 2.694
C 3.292 -3.001 4.946
C -2.581 2.275 0.748
C 2.547 -1.008 1.263
C 1.450 -3.616 -0.739
C 0.815 5.731 -1.094
C 3.060 -2.328 3.693
C 1.552 -1.038 2.272
C 0.504 2.705 -1.977
C 0.655 7.724 0.250
C 1.844 -1.705 3.468
C -3.099 -5.107 0.605
C -2.585 3.906 -1.012
C 0.370 -5.813 -0.542
C -3.971 2.276 0.753
C 3.767 -1.643 1.504
C -0.418 2.314 -2.940
C 0.987 7.103 -0.944
C -0.020 5.598 1.148
C -0.650 -3.773 0.344
C 2.277 2.469 -3.604
C -2.906 -3.854 1.433
C 0.004 2.016 -4.231
C 1.346 2.096 -4.567
C 1.055 -4.866 -1.506
C 1.857 2.763 -2.316
C -3.970 3.911 -1.008
C 0.146 6.966 1.299
C 0.306 4.965 -0.051
C -4.666 3.086 -0.131
C -1.879 3.075 -0.144
C -1.812 -5.911 0.669
C 5.310 -2.955 2.871
H -0.724 1.698 -4.967
H -3.291 -4.833 -0.435
H -2.045 4.556 -1.692
H -0.413 5.012 1.972
H -0.035 -6.685 -1.061
H -1.571 -2.229 1.214
H 0.354 -4.590 -2.298
H 0.794 8.792 0.368
H -0.115 7.443 2.236
H 1.092 -6.175 0.202
H 2.222 -3.861 0.002
H 2.590 3.026 -1.561
H -2.906 -4.119 2.497
H -3.943 -5.687 0.979
H 1.888 -2.875 -1.409
H -1.463 2.200 -2.686
H -4.510 4.561 -1.687
H 1.073 5.259 -2.034
H -1.895 -6.828 0.084
H -5.749 3.076 -0.139
H 3.331 2.508 -3.850
H 1.673 1.847 -5.569
H 1.382 7.688 -1.766
H -4.507 1.637 1.443
H -2.040 1.644 1.444
H 4.525 -1.622 0.731
H 1.926 -5.346 -1.955
H 1.088 -1.730 4.240
H -3.715 -3.143 1.264
H -1.599 -6.198 1.709
```

Summary:
Total charge ... -1
ΔE to the lowest compared entry with this formula, charge and spin ... 0.0000 eV
Multiplicity ... 1
Orbital gap ... 0.2587 Eh
HOMO level ... -4.66 eV

---

No. 6
The following is a quantum chemistry calculation of a single C4H4N2 molecule at a distorted geometry, from OMol25.

XYZ file:
```
10
Properties=species:S:1:pos:R:3
N 2.588 -1.296 -0.529
N -0.960 1.877 -0.037
C -0.791 -0.697 -0.041
C 0.467 0.045 0.244
C 0.154 1.481 -0.285
C 1.665 -0.692 -0.183
H -1.457 -0.330 -0.809
H 0.604 0.332 1.291
H -0.704 -1.785 -0.060
H -1.566 1.064 0.408
```

Summary:
Total charge ... 0
ΔE to the lowest compared entry with this formula, charge and spin ... 5.1430 eV
Multiplicity ... 1
Orbital gap (spin up / spin down) ... 0.3001 / 0.3188 Eh
HOMO level (spin up / spin down) ... -9.44 / -10.03 eV